The following is a quantum chemistry calculation of a structure of composition C8H24K6O8P in a non-equilibrium geometry, from the Open Molecules 2025 dataset.

Structure (XYZ):
```
47
Properties=species:S:1:pos:R:3
K 1.0691 -0.3910 -5.4732
K 0.2465 -2.5815 -2.4738
K 1.0450 2.5816 -4.1895
K 3.6744 -0.2904 -2.4603
K -1.5145 1.4803 0.6762
K 2.3898 2.6259 -0.2350
P 0.4666 0.4542 -1.6130
O 0.0211 1.9376 -1.6024
O 1.0617 0.1191 -3.0246
O -0.7164 -0.4072 -1.2859
O 1.4940 0.2005 -0.4934
C 4.7778 -0.8140 2.4777
C 4.0550 0.0919 1.5186
O 3.7490 -0.5884 0.3049
H 5.1598 -0.2956 3.3561
H 5.6287 -1.3075 2.0002
H 4.1496 -1.6411 2.8166
H 4.6591 0.9982 1.3507
H 3.1065 0.4196 1.9748
H 2.8079 -0.3916 0.0946
C -0.0169 -3.1464 2.5902
C 1.1600 -2.8094 1.7109
O 0.7396 -2.4446 0.3881
H 0.3323 -3.5591 3.5411
H -0.6091 -3.9479 2.1501
H -0.6116 -2.2618 2.8131
H 1.8236 -3.6697 1.6152
H 1.7498 -2.0047 2.1630
H 0.8238 -1.4912 0.2601
C -4.5782 -2.7954 -0.2646
C -3.1409 -2.5336 0.1079
O -2.8560 -1.1322 0.0794
H -4.8399 -3.8299 -0.0448
H -4.7646 -2.5570 -1.3089
H -5.2112 -2.1695 0.3662
H -2.4757 -3.0589 -0.5984
H -2.9227 -2.9384 1.0975
H -2.0870 -1.0021 -0.4971
C -2.8607 5.7715 -0.9017
C -1.7302 4.8143 -1.1642
O -2.2184 3.5976 -1.7103
H -3.3787 6.0312 -1.8225
H -2.4508 6.6962 -0.4906
H -3.5505 5.3640 -0.1659
H -1.1838 4.6419 -0.2112
H -0.9669 5.2830 -1.8086
H -1.5059 2.9514 -1.6132
```

- HOMO level (eV) = -16.13
- LUMO (eV) = -9.956
- total charge = +3
- energy above the lowest of the compared OMol25 structures with the same formula, charge and spin (kcal per mole) = 5.9



The following is a quantum chemistry calculation of a cluster of 13 separate species, C49H101N3O13 in total in a non-equilibrium geometry, from the Open Molecules 2025 dataset.

Structure (XYZ):
```
166
Properties=species:S:1:pos:R:3
C 0.4581 1.7688 6.8925
O 0.3289 0.5528 6.7911
N 0.1415 2.6028 5.8873
C -0.2635 2.0510 4.6240
C -0.1781 4.0144 6.0152
H 0.6584 2.3198 7.8243
H 0.1875 1.0854 4.3955
H -0.1095 2.7064 3.7668
H -1.3490 1.9586 4.5892
H -1.2676 4.0287 5.9856
H 0.1743 4.4557 6.9475
H 0.2483 4.6152 5.2119
C -0.9695 -0.2677 1.1514
O -1.1533 0.7756 1.7902
N -0.0181 -0.4928 0.2396
C 1.0207 0.5214 0.0434
C -0.0781 -1.5929 -0.6574
H -1.7116 -1.0649 1.3122
H 0.9860 1.0406 -0.9144
H 1.9854 0.0236 -0.0546
H 1.1366 1.1888 0.8974
H -0.1479 -1.3864 -1.7254
H 0.7652 -2.2786 -0.5758
H -0.8821 -2.2752 -0.3812
C 1.6058 3.9668 -2.7443
O 2.4716 3.7688 -3.6120
N 0.3817 4.5887 -2.9595
C -0.5682 4.9293 -1.8936
C 0.0554 5.3345 -4.1527
H 1.6718 3.5320 -1.7349
H -0.1288 4.5331 -0.9782
H -1.5706 4.5507 -2.0936
H -0.5692 6.0192 -1.9035
H -0.9907 5.0810 -4.3241
H 0.2294 6.4105 -4.1447
H 0.6702 4.9118 -4.9473
C -3.3485 -5.0878 2.5945
C -1.8383 -4.8880 2.6848
C -1.6255 -3.4370 2.6455
O -2.7828 -2.9039 2.0334
C -3.9127 -3.6262 2.4782
H -3.8143 -5.5846 3.4455
H -3.6028 -5.6188 1.6772
H -1.2082 -5.3737 1.9396
H -1.5461 -5.3191 3.6423
H -0.6760 -3.2480 2.1446
H -1.5376 -3.0439 3.6583
H -4.6650 -3.5622 1.6920
H -4.2621 -3.1867 3.4124
C 2.2827 4.1420 2.7196
C 3.2980 5.1986 2.2414
C 3.3626 4.8903 0.6999
O 2.1068 4.2788 0.4548
C 1.2640 4.1529 1.6085
H 1.8012 4.3739 3.6696
H 2.7211 3.1492 2.8213
H 4.2534 5.0640 2.7486
H 2.8963 6.1972 2.4131
H 4.1880 4.2808 0.3320
H 3.4778 5.8260 0.1530
H 0.6859 3.2299 1.6542
H 0.5071 4.9295 1.7191
C 4.1288 -1.7523 -3.9825
C 4.7407 -1.9810 -2.6134
C 3.6851 -1.3993 -1.6685
O 2.4490 -1.6350 -2.3105
C 2.6278 -1.7318 -3.7446
H 4.3381 -2.5220 -4.7253
H 4.3603 -0.7705 -4.3956
H 5.7180 -1.5119 -2.5003
H 4.8035 -3.0686 -2.5780
H 3.8464 -0.3311 -1.5234
H 3.7086 -1.9191 -0.7107
H 2.2431 -0.9025 -4.3382
H 2.2233 -2.6845 -4.0865
C -2.4093 4.2581 2.8062
C -3.1686 5.5641 3.0603
C -3.2571 6.1086 1.6504
O -2.5525 5.2820 0.7885
C -2.4712 3.9651 1.2879
H -2.8439 3.4424 3.3839
H -1.3667 4.4427 3.0650
H -2.6002 6.1981 3.7408
H -4.1208 5.4414 3.5765
H -2.8553 7.1217 1.6307
H -4.3258 6.2098 1.4614
H -1.7025 3.3286 0.8498
H -3.4652 3.5697 1.0789
C -1.3165 0.0596 -4.0309
C -0.5125 1.3644 -3.9669
C -0.8938 2.1034 -5.2066
O -0.8741 1.0066 -6.1183
C -1.4825 -0.1409 -5.5556
H -2.2847 0.1819 -3.5453
H -0.7932 -0.7704 -3.5560
H 0.5556 1.1563 -4.0305
H -0.8048 1.9441 -3.0914
H -0.2276 2.8629 -5.6158
H -1.8594 2.6068 -5.1584
H -1.0174 -1.0655 -5.8976
H -2.5292 -0.3190 -5.8019
C 7.1686 0.9318 0.9635
C 6.0185 1.8479 0.7756
C 4.8369 0.9902 1.1552
O 5.2790 -0.3110 0.7561
C 6.6045 -0.2975 0.2697
H 7.3702 0.7284 2.0152
H 8.0837 1.2985 0.4983
H 5.9126 2.3276 -0.1974
H 6.0651 2.6791 1.4791
H 3.9959 1.2596 0.5163
H 4.7387 1.1120 2.2339
H 6.6203 -0.2211 -0.8175
H 7.1461 -1.1998 0.5535
C 2.1143 -0.7972 3.5704
C 3.1081 -1.7433 3.0107
C 2.3826 -3.1338 3.0052
O 1.3969 -3.0249 4.0479
C 1.1969 -1.6899 4.3493
H 1.4668 -0.3492 2.8167
H 2.5632 0.0298 4.1205
H 3.9536 -1.7342 3.6985
H 3.5098 -1.5283 2.0205
H 3.0722 -3.9360 3.2680
H 1.8734 -3.2742 2.0518
H 1.4651 -1.5503 5.3965
H 0.1665 -1.3362 4.3136
C 0.3584 -5.3469 -2.1514
C 0.1248 -6.4516 -3.0598
C 1.3748 -7.3258 -2.8947
O 2.3393 -6.5635 -2.1435
C 1.8773 -5.1840 -2.2077
H -0.0524 -5.6204 -1.1796
H -0.2554 -4.4989 -2.4551
H 0.0120 -6.2076 -4.1162
H -0.7464 -7.0483 -2.7896
H 1.8387 -7.4755 -3.8697
H 1.2017 -8.3091 -2.4575
H 2.1874 -4.6371 -3.0982
H 2.2898 -4.6113 -1.3770
C -3.8617 -4.7402 -2.5932
C -4.2396 -3.8904 -3.8074
C -3.3471 -2.6732 -3.7359
O -2.6461 -2.8267 -2.4521
C -3.2788 -3.8036 -1.6125
H -3.1085 -5.4502 -2.9347
H -4.7844 -5.1327 -2.1657
H -5.2668 -3.5390 -3.7106
H -4.2089 -4.4142 -4.7628
H -3.9049 -1.7388 -3.7977
H -2.5895 -2.7165 -4.5185
H -4.0825 -3.2200 -1.1635
H -2.7151 -4.3317 -0.8435
C -4.5825 -0.7454 -0.1206
C -4.9754 0.7458 0.0335
C -6.3222 0.7997 -0.7084
O -6.7246 -0.5161 -0.9447
C -5.9086 -1.4152 -0.1769
H -3.8690 -1.0421 0.6482
H -4.0441 -0.7924 -1.0671
H -4.3104 1.4355 -0.4862
H -5.0907 1.1170 1.0519
H -6.3131 1.2722 -1.6906
H -7.0312 1.2635 -0.0226
H -5.9733 -2.3502 -0.7334
H -6.4187 -1.6166 0.7651
```

- HOMO level (eV) = -9.04
- LUMO (eV) = 0.511



The following is a quantum chemistry calculation of a structure of composition C14H26IOP2SeV in a non-equilibrium geometry, from the Open Molecules 2025 dataset.

Structure (XYZ):
```
46
Properties=species:S:1:pos:R:3
C 1.2511 -0.1189 -2.5821
I -2.3343 0.0337 -2.7925
H 2.2768 -0.1749 -2.2103
H 1.1485 0.7955 -3.1833
H 1.0114 -0.9817 -3.2152
V -0.3124 0.0597 -1.2140
P -0.0293 2.4651 -1.1350
C -1.5390 3.3462 -1.6555
C 0.4105 3.3768 0.3802
H 0.6831 4.4090 0.1169
H 1.4303 4.2143 -2.0329
H 1.2575 2.8969 0.8848
H 2.2190 2.6102 -2.0822
H -2.3872 2.9574 -1.0818
H -0.4414 3.3902 1.0659
C 1.2715 3.1429 -2.2453
H -1.4416 4.4223 -1.4646
H 0.9710 3.0136 -3.2957
H -1.7477 3.1667 -2.7152
P 0.1033 -2.3373 -0.8949
C -1.4093 -3.2929 -1.2250
C 1.4150 -3.1225 -1.9111
H 1.5501 -2.6349 1.0292
H 0.5662 -4.1034 0.6818
H -0.1774 -2.6755 1.4825
C 0.5573 -3.0049 0.7406
H 2.3602 -2.5821 -1.7722
H 1.5621 -4.1691 -1.5969
H -1.2539 -4.3217 -0.8748
H -1.6430 -3.2834 -2.2964
H 1.1436 -3.0873 -2.9734
H -2.2448 -2.8447 -0.6703
C -1.7740 -0.1460 0.0088
O -2.7212 -0.2267 0.6960
Se 1.4753 0.1890 0.4667
C 0.5252 0.0701 2.2057
C -0.6388 0.7983 2.4505
C -1.3696 0.6004 3.6233
C -0.9154 -0.3121 4.5809
C 0.2881 -0.9967 4.3729
C 1.0229 -0.7844 3.2017
H -0.9418 1.5810 1.7550
H -2.3011 1.1469 3.7598
H -1.5050 -0.4986 5.4780
H 0.6640 -1.6877 5.1279
H 1.9643 -1.2983 3.0111
```

- spin multiplicity = 2
- ⟨S²⟩ = 1.20
- HOMO level (spin up / spin down) (eV) = -18.83 / -18.81
- LUMO (spin up / spin down) (eV) = -13.122 / -13.810
- total charge = +3